Molecular formula: C5H24N2O7
Method: DFT, ωB97M-V with the def2-TZVPD basis set

Calculated values
Strongest force on any atom (Eh/bohr): 0.063
Energy above the lowest of the compared OMol25 structures with the same formula, charge and spin (kJ/mol): 330.14
M (g mol⁻¹): 224.25
Structure (SMILES): CNC(=O)CN(C)C.O.O.O.O.O.O
Gap between HOMO and LUMO (eV): 8.756

ORCA input file:
```
! wB97M-V def2-TZVPD RIJCOSX def2/J DEFGRID3
* xyz 0 1
C 1.19567 0.66784 0.49266
N -0.11733 0.91164 -0.06387
C -0.79172 2.16548 0.20665
C -1.12309 -0.16997 0.15050
C -1.10347 -0.98402 -1.20936
N -0.93720 -2.32021 -0.98939
C -0.60915 -3.00632 0.27858
O -1.41335 -0.57677 -2.31751
H 1.32046 0.11815 1.50414
H 1.53363 1.68064 0.65659
H 1.61055 0.04797 -0.33463
H -0.85054 2.36457 1.33889
H -1.81884 2.08102 -0.11399
H -0.24531 2.99713 -0.22887
H -0.92105 -0.78737 1.02719
H -2.16354 0.22362 0.26681
H -0.95169 -2.91594 -1.81196
H -1.55976 -3.01962 0.87282
H 0.15055 -2.64085 0.94003
H -0.38181 -4.05055 0.00138
H -0.09326 -0.43343 3.28906
H 0.54980 -1.76227 2.85027
O -0.28580 -1.34408 3.04975
H -2.51771 1.85664 -2.84414
H -3.27367 1.02361 -2.04750
O -3.14649 1.97881 -2.12273
H 1.02085 1.95024 -3.48367
H 0.05398 1.30815 -2.47112
O 0.49607 2.19708 -2.72909
H 3.86648 -1.81153 1.23244
H 2.70724 -1.97424 2.15703
O 3.36002 -2.48297 1.68799
H 4.06582 0.21027 -1.42715
H 2.69590 0.98678 -1.66856
O 3.48750 0.91262 -1.13695
H -1.01182 0.94385 3.42545
H 0.19671 1.97562 3.24593
O -0.31032 1.44104 3.84280
*
```

---

Molecular formula: C5H24NO8S
Method: DFT, ωB97M-V with the def2-TZVPD basis set

Calculated values
Strongest force on any atom (Eh/bohr): 0.056
Energy above the lowest of the compared OMol25 structures with the same formula, charge and spin (kJ/mol): 34.17
M (g mol⁻¹): 258.31
Gap between HOMO and LUMO (eV): 6.881

ORCA input file:
```
! wB97M-V def2-TZVPD RIJCOSX def2/J DEFGRID3
* xyz -1 1
O -0.33446 0.10230 2.82041
C -0.05506 0.27402 1.62131
N -1.01666 0.93695 0.91155
C -1.07107 0.99263 -0.51757
C -1.78510 -0.28009 -1.11359
S -0.71120 -1.34027 -2.15519
C 1.16476 -0.25346 0.95499
C 2.26827 -0.55297 1.98331
H -1.79024 1.28552 1.44565
H -0.03883 1.01837 -0.95653
H -1.68674 1.72141 -1.01838
H -2.64578 -0.03422 -1.75480
H -2.14596 -0.85000 -0.26436
H 1.50809 0.44951 0.20258
H 0.84921 -1.23516 0.48542
H 3.25039 -0.24541 1.62259
H 2.19420 -1.64091 2.13824
H 2.10788 0.01698 2.88973
H 2.99113 1.95485 -1.74510
H 1.58659 2.12016 -2.40137
O 2.26494 2.56659 -1.88044
H 0.65830 -0.17932 -2.49022
H 1.93794 -0.16835 -3.46274
O 1.45896 0.43791 -2.88800
H 0.43273 1.19802 -3.83435
H -0.75064 0.71351 -4.65053
O -0.32852 1.54377 -4.40394
H -0.90298 -3.60152 0.92159
H 0.30746 -4.60799 1.16980
O -0.01011 -3.70772 1.25102
H -2.23290 -0.96032 4.14770
H -2.76327 -1.84922 3.15674
O -3.06525 -1.42692 3.97180
H 0.40876 -0.98680 4.32518
H 1.00825 -2.40437 4.05697
O 0.89688 -1.72481 4.72376
H -1.57532 3.15017 -3.66631
H -0.77180 3.69183 -2.57704
O -1.61283 3.87534 -3.01989
*
```

---

Molecular formula: C5H25N3O5
Method: DFT, ωB97M-V with the def2-TZVPD basis set

Calculated values
Strongest force on any atom (Eh/bohr): 0.088
Energy above the lowest of the compared OMol25 structures with the same formula, charge and spin (kJ/mol): 280.42
M (g mol⁻¹): 207.27
Structure (SMILES): NCCCNCCN.O.O.O.O.O
Gap between HOMO and LUMO (eV): 8.939

ORCA input file:
```
! wB97M-V def2-TZVPD RIJCOSX def2/J DEFGRID3
* xyz 0 1
C -0.19001 0.95698 -2.02660
N 0.04017 0.65504 -0.60459
C 1.40467 0.99775 -0.12183
C 2.57380 -0.08867 -0.60086
C 2.30071 -1.52636 -0.16285
N 1.24602 -2.35337 -0.88424
C -1.73748 1.47231 -2.06034
N -2.59299 1.07576 -0.92577
H 0.29040 1.76587 -2.46173
H -0.10853 0.11095 -2.73956
H -0.10609 -0.34725 -0.59653
H 1.73393 2.04279 -0.35400
H 1.45954 0.88632 0.95097
H 2.69742 0.04648 -1.64870
H 3.38975 0.34203 0.06010
H 1.95769 -1.67650 0.83006
H 3.23481 -2.02181 -0.36703
H 0.38611 -1.91167 -0.67689
H 1.45160 -2.37815 -1.87590
H -1.75043 2.62698 -2.04449
H -2.07130 1.07395 -3.00479
H -2.68745 0.04669 -0.91760
H -2.15661 1.29221 -0.02843
H 0.80879 -3.17954 1.69703
H -0.21806 -4.20404 1.21734
O -0.07798 -3.27636 1.23841
H -1.69835 -2.06075 0.61769
H -2.72475 -2.40635 -0.42661
O -1.77999 -2.17727 -0.33333
H -0.93741 1.67592 1.60411
H -0.02572 2.36880 2.50894
O -0.40941 1.47015 2.47668
H -0.07316 0.13987 3.54185
H -0.44664 -1.38170 3.46824
O -0.05230 -0.71870 4.00726
H -0.44325 3.65629 -0.30494
H -1.82458 3.62186 0.41082
O -0.86291 3.38351 0.53813
*
```

---

Molecular formula: C5H25NO9
Method: DFT, ωB97M-V with the def2-TZVPD basis set

Calculated values
Strongest force on any atom (Eh/bohr): 0.035
Energy above the lowest of the compared OMol25 structures with the same formula, charge and spin (kJ/mol): 258.58
M (g mol⁻¹): 243.25
Structure (SMILES): CC[C@@H](C=O)NCO.O.O.O.O.O.O.O
Gap between HOMO and LUMO (eV): 9.735

ORCA input file:
```
! wB97M-V def2-TZVPD RIJCOSX def2/J DEFGRID3
* xyz 0 1
O -0.29914 -2.44440 -1.45314
C -0.51386 -1.75360 -0.48132
C -1.73033 -0.92998 -0.16641
C -2.77445 -1.95499 0.32342
C -2.35400 -2.69083 1.61250
N -2.30591 -0.14620 -1.24229
C -2.95262 1.09145 -0.96980
O -2.16077 2.30517 -1.07865
H 0.27377 -1.88991 0.28844
H -1.51678 -0.33615 0.71808
H -3.64329 -1.32995 0.51251
H -3.19364 -2.65580 -0.39326
H -2.38418 -3.77400 1.54452
H -3.08237 -2.47588 2.39227
H -1.40498 -2.34700 2.01952
H -1.76141 -0.19530 -2.09320
H -3.59774 1.24438 -1.83087
H -3.32510 1.07047 0.05471
H -1.35779 2.39170 -0.55700
H 2.49514 0.00834 -2.35817
H 1.35408 0.71255 -1.52572
O 2.19442 0.24532 -1.47597
H 2.72568 2.82907 1.81178
H 1.69491 1.94104 2.54674
O 2.05708 2.83054 2.52588
H 3.11829 2.29354 -0.82516
H 3.55603 1.24005 0.25488
O 3.44391 2.17533 0.06818
H 2.89432 -1.85658 1.66134
H 2.04718 -0.63624 1.18295
O 2.62567 -0.95799 1.88859
H 3.36136 -1.78490 -1.27521
H 2.34693 -2.94907 -1.28697
O 3.24850 -2.70505 -1.53224
H 0.68015 3.13651 -1.04407
H -0.23692 2.47565 -2.14807
O 0.66975 2.66586 -1.88529
H -2.67291 0.62780 2.90150
H -1.42484 0.57554 3.81039
O -1.76294 0.95354 2.99161
*
```

---

Molecular formula: C5H26BBrClGaO9P
Method: DFT, ωB97M-V with the def2-TZVPD basis set

Calculated values
Strongest force on any atom (Eh/bohr): 0.018
M (g mol⁻¹): 457.12
Gap between HOMO and LUMO (eV): 5.939

ORCA input file:
```
! wB97M-V def2-TZVPD RIJCOSX def2/J DEFGRID3
* xyz -1 1
C 3.77485 3.67247 -0.73120
O 2.63157 3.45376 0.08537
B 1.59075 2.70741 -0.42665
O 1.28727 2.94721 -1.77166
Ga 0.68313 1.18576 0.75074
Br 0.88962 1.92319 3.09292
C -1.34411 0.96379 0.57761
C -1.94652 0.51738 -0.74791
C -2.68323 1.63447 -1.47700
Cl -0.73143 -0.17415 -1.92083
P 1.96635 -0.81470 0.67985
C 2.92685 -0.55605 -0.86703
O 0.96955 -2.08989 0.12881
H 3.94335 2.84487 -1.42328
H 4.63993 3.75983 -0.07227
H 3.68344 4.59804 -1.30651
H 0.33271 2.98701 -1.88737
H -1.66219 0.28402 1.37291
H -1.76021 1.94716 0.81326
H -2.65775 -0.29163 -0.58129
H -3.24677 1.24578 -2.32736
H -3.37943 2.11996 -0.79124
H -1.97927 2.37500 -1.86250
H 3.33120 -1.50556 -1.21840
H 3.76325 0.10199 -0.60909
H 2.34940 -0.09697 -1.67567
H 0.03954 -1.91830 0.31218
O -2.29268 2.36160 4.51569
H -2.09180 2.38921 5.45753
H -1.49289 1.96517 4.12844
O 3.22341 -2.55936 -3.55049
H 3.37622 -3.38906 -4.01528
H 2.26897 -2.47194 -3.46882
O 3.01008 -5.58155 -4.61710
H 3.17008 -6.40718 -5.08232
H 2.05381 -5.53038 -4.52120
O 1.02740 -5.03451 0.44394
H 1.06938 -4.06429 0.48842
H 1.39149 -5.23249 -0.42280
O -4.66128 0.83060 5.19658
H -3.86518 1.34645 4.97657
H -5.27618 1.06064 4.49233
O -5.90170 -1.03965 2.98315
H -6.73058 -1.52531 2.95893
H -5.69043 -0.93981 3.92000
*
```

---

Molecular formula: C5H26N2O8
Method: DFT, ωB97M-V with the def2-TZVPD basis set

Calculated values
Strongest force on any atom (Eh/bohr): 0.014
Energy above the lowest of the compared OMol25 structures with the same formula, charge and spin (kJ/mol): 25.57
M (g mol⁻¹): 242.27
Structure (SMILES): N/C=N/CCCCO.O.O.O.O.O.O.O
Gap between HOMO and LUMO (eV): 9.214

ORCA input file:
```
! wB97M-V def2-TZVPD RIJCOSX def2/J DEFGRID3
* xyz 0 1
C 0.60879 0.84644 -1.10540
O 0.56251 2.28783 -1.04248
C 1.80662 0.23096 -0.42800
C 1.95494 0.52726 1.06596
C 0.72824 0.21055 1.92366
N -1.69853 -2.44076 1.60627
C -1.06721 -1.24762 1.80297
N 0.18592 -1.11347 1.65048
H 0.57394 0.56071 -2.15988
H -0.31334 0.50730 -0.65670
H 1.45818 2.66661 -1.09505
H 1.74399 -0.84337 -0.57397
H 2.72127 0.56788 -0.92715
H 2.80857 -0.03071 1.44938
H 2.16675 1.59523 1.20718
H -0.01872 0.99467 1.78531
H 1.03745 0.26165 2.96956
H -1.19644 -3.14795 1.09133
H -2.67887 -2.39676 1.37299
H -1.74358 -0.45450 2.13159
H -2.33492 1.38470 0.65203
H -3.18429 0.77727 -0.50641
O -2.89077 0.61247 0.41424
H -2.54753 0.08572 -2.46272
H -1.95678 1.49327 -2.46722
O -2.80975 1.03515 -2.49019
H 2.61189 -2.93554 0.59724
H 1.21396 -2.49922 1.11280
O 1.70798 -3.25873 0.70092
H -1.76404 3.72188 0.58711
H -0.58842 2.79946 0.19364
O -1.28243 2.93902 0.88442
H -0.25460 -4.48255 -1.53613
H 0.42869 -3.56217 -0.48205
O -0.41165 -3.73766 -0.94806
H 3.64995 3.28626 -0.22349
H 3.21685 4.27499 -1.32650
O 3.18139 3.34604 -1.06326
H -2.16934 -1.11181 -0.69893
H -1.43544 -2.26408 -1.42672
O -2.02121 -1.48642 -1.57878
*
```

---

Among the records above, which one has the highest gap between HOMO and LUMO?
C5H25NO9

---

What is the gap between HOMO and LUMO in the sixth record?
9.214 eV

---

Number 1 is which compound?
C5H24N2O7

---

Among the records above, which one has the lowest gap between HOMO and LUMO?
C5H26BBrClGaO9P